1.
The following is a quantum chemistry calculation of a structure of composition C8H9Cl3N4O2S2SbSe4SiTi, from OMol25.

⟨S²⟩ ... 0.755
HOMO-LUMO gap (spin up / spin down) ... 0.20187 / 0.20183 Ha
Net charge ... -2
Spin multiplicity ... 2

Structure (XYZ):
```
35
C8H9Cl3N4O2S2SbSe4SiTi ωB97M-V/def2-TZVPD
Ti -0.92 -0.15 -0.09
Se -2.48 -3.76 2.87
Sb -3.03 -2.76 0.70
Se -3.32 -0.24 0.90
Se -0.95 -2.61 -0.74
Se -4.84 -3.76 -0.53
N 1.31 0.17 -3.05
C 1.92 -0.14 -1.89
N 1.30 -0.37 -0.77
C 2.18 -0.76 0.23
C 3.47 -0.82 -0.13
S 3.64 -0.35 -1.79
C 1.61 -1.07 1.54
C 2.20 -1.77 2.54
S 1.15 -1.86 3.90
C -0.07 -1.00 3.00
N 0.31 -0.67 1.80
N -1.25 -0.69 3.58
H 0.32 0.37 -3.04
H 1.84 0.62 -3.77
H 4.33 -1.05 0.48
H 3.17 -2.24 2.53
H -1.71 -1.53 3.94
H -1.89 -0.27 2.90
C 0.30 3.55 -1.07
C 0.53 2.60 0.08
O 1.50 2.71 0.81
O -0.39 1.67 0.21
H 0.98 4.39 -1.00
H -0.74 3.88 -1.09
H 0.47 3.01 -2.01
Cl -1.37 1.69 -4.04
Si -2.34 0.86 -2.21
Cl -3.37 2.62 -1.64
Cl -3.85 -0.25 -3.13
```

***

2.
The following is a quantum chemistry calculation of a cluster of 2 separate species, C8H9F2PS in total, from OMol25.

SMILES ... Cc1ccc(S)cc1.FC(F)=P
HOMO-LUMO gap ... 0.30535 Ha
Net charge ... 0

Structure (XYZ):
```
21
C8H9F2PS ωB97M-V/def2-TZVPD
C -1.47 1.55 1.75
C -0.66 0.71 0.86
C 0.05 1.26 -0.25
C 0.95 0.55 -1.01
C 1.09 -0.81 -0.72
S 2.29 -1.87 -1.53
C 0.22 -1.45 0.17
C -0.63 -0.65 1.00
H -0.84 2.22 2.40
H -2.05 2.16 1.03
H -2.07 0.94 2.44
H 0.07 2.35 -0.30
H 1.69 1.00 -1.63
H 2.94 -0.95 -2.25
H 0.47 -2.47 0.29
H -1.16 -0.89 1.94
F 1.12 -4.31 -4.85
C 0.32 -3.57 -4.06
F -0.56 -2.91 -4.83
P 0.11 -3.73 -2.38
H 1.23 -4.69 -2.25
```

***

3.
The following is a quantum chemistry calculation of a cluster of 2 separate species, C8H9IS in total, from OMol25.

HOMO-LUMO gap ... 0.28661 Ha
Net charge ... 0

Structure (XYZ):
```
19
C8H9IS ωB97M-V/def2-TZVPD
C -0.38 -0.94 -0.25
C -0.47 0.36 0.27
C 0.12 -0.96 -1.51
C -0.22 1.37 -0.59
C -0.35 -0.54 3.32
C -0.92 0.45 2.68
C 0.43 -2.13 -2.38
C -0.31 2.89 -0.53
S 0.14 0.64 -2.22
I -2.02 2.10 3.33
H -0.53 -1.85 0.36
H -0.19 -0.60 4.37
H 0.11 -1.27 2.68
H 1.21 -1.68 -3.02
H 0.58 -2.92 -1.72
H -0.45 -2.33 -3.06
H 0.71 3.36 -1.00
H -1.15 3.49 -1.11
H -0.43 3.22 0.54
```

***

4.
The following is a quantum chemistry calculation of the ion C8H9N2O2 with charge -1, from OMol25.

SMILES ... Cc1ccnn1C1(C(=O)[O-])CC1
HOMO-LUMO gap ... 0.30823 Ha
Net charge ... -1

Structure (XYZ):
```
21
C8H9N2O2 ωB97M-V/def2-TZVPD
C -0.37 1.93 -0.77
C -0.96 0.98 0.26
C -2.23 0.86 0.83
C -2.11 -0.27 1.61
N -0.90 -0.81 1.58
N -0.22 -0.05 0.74
C 1.34 -0.41 0.39
C 2.38 0.69 0.76
O 1.98 1.65 1.47
O 3.50 0.45 0.25
C 1.65 -1.78 0.72
C 1.66 -1.37 -0.75
H -1.02 2.16 -1.64
H 0.05 2.84 -0.13
H 0.45 1.29 -1.26
H -3.06 1.45 0.72
H -2.97 -0.86 1.90
H 0.86 -2.33 1.15
H 2.63 -1.99 1.04
H 2.61 -1.14 -1.12
H 1.01 -1.72 -1.58
```

***

5.
The following is a quantum chemistry calculation of a structure of composition C8H9N2O2, from OMol25.

⟨S²⟩ ... 2.058
HOMO-LUMO gap (spin up / spin down) ... 0.22854 / 0.22598 Ha
Net charge ... +1
Spin multiplicity ... 3

Structure (XYZ):
```
21
C8H9N2O2 ωB97M-V/def2-TZVPD
C 0.22 0.29 2.99
C -0.25 1.35 2.17
C 0.51 -0.96 2.49
C -0.25 1.12 0.81
C 0.36 -1.22 1.12
C -0.03 -0.18 0.29
C 0.72 -2.43 0.21
C 0.10 -0.62 -1.12
N 0.35 -1.94 -1.08
N -0.92 -0.11 -2.09
O 1.08 -3.51 0.55
O 1.52 0.29 -1.87
H 0.49 0.37 4.08
H -0.42 2.21 2.70
H 0.92 -1.83 2.95
H -0.34 1.81 0.02
H 0.38 -2.48 -1.95
H -1.68 -0.89 -2.21
H -0.24 0.30 -2.82
H -1.49 0.60 -1.57
H 1.81 0.89 -1.13
```

***

6.
The following is a quantum chemistry calculation of the ion C8H9N3 with charge +2, from OMol25.

HOMO-LUMO gap (spin up / spin down) ... 0.26991 / 0.22363 Ha
Net charge ... +2

Structure (XYZ):
```
20
C8H9N3 ωB97M-V/def2-TZVPD
C -1.41 -0.72 -0.09
C 0.67 0.58 -0.38
C -0.72 0.19 -0.86
C 1.23 -0.16 0.69
C -0.90 -1.28 1.07
C 1.44 1.59 -1.05
C 3.46 2.81 -0.51
C -1.55 -2.28 1.89
N 2.51 2.20 -0.56
N 0.44 -0.98 1.36
N -1.14 0.70 -2.00
H -2.40 -0.87 -0.55
H 1.18 1.80 -2.00
H 4.52 3.11 -0.54
H -0.93 -2.44 2.81
H -2.53 -1.74 2.15
H -1.88 -3.20 1.16
H 0.94 -1.41 2.09
H -2.13 0.62 -2.18
H -0.80 1.48 -2.51
```

***

7.
The following is a quantum chemistry calculation of a cluster of 2 separate species, C8H9N3O2 in total, from OMol25.

HOMO-LUMO gap (spin up / spin down) ... 0.26237 / 0.26251 Ha
Net charge ... 0

Structure (XYZ):
```
22
C8H9N3O2 ωB97M-V/def2-TZVPD
C -2.20 1.64 -2.51
C -0.89 1.84 -2.14
C -2.73 0.54 -1.92
C -0.25 1.09 -1.20
C -2.24 -0.23 -0.83
C -0.91 0.07 -0.46
C 2.30 -0.64 1.54
C 3.69 -0.96 1.79
N 1.73 -0.71 0.45
N -0.27 -0.58 0.56
N -0.84 -1.04 1.63
O -1.97 -0.63 1.81
O -0.14 -1.64 2.40
H -2.78 2.13 -3.26
H -0.44 2.79 -2.37
H -3.70 0.18 -2.29
H 0.78 1.12 -1.16
H -2.84 -1.07 -0.33
H 1.68 -0.61 2.56
H 3.72 -2.00 2.08
H 4.03 -0.48 2.82
H 4.29 -0.82 0.84
```

***

8.
The following is a quantum chemistry calculation of an isolated molecule of C8H9N3OS, from OMol25.

HOMO-LUMO gap (spin up / spin down) ... 0.24064 / 0.23872 Ha
Net charge ... 0

Structure (XYZ):
```
22
C8H9N3OS ωB97M-V/def2-TZVPD
C 0.00 -1.94 -0.72
C -1.35 -0.45 0.25
C -0.03 -0.60 -0.18
C 2.14 0.23 -0.46
C 3.24 0.98 -0.38
C 2.22 4.86 0.61
C 2.54 3.53 0.89
C -3.25 -2.08 0.27
N -1.11 -2.57 -0.60
N -1.93 -1.67 -0.11
N 0.89 0.36 -0.06
O 1.38 5.53 1.15
S 3.65 2.64 -0.01
H 0.88 -2.27 -1.28
H -1.94 0.39 0.60
H 2.27 -0.78 -0.95
H 4.14 0.63 -1.04
H 2.82 5.35 -0.17
H 1.81 2.91 1.51
H -3.82 -1.21 0.15
H -3.49 -2.73 -0.64
H -3.39 -2.63 1.19
```

***

9.
The following is a quantum chemistry calculation of an isolated molecule of C8H9NO, from OMol25.

SMILES ... CC(=O)Nc1ccccc1
HOMO-LUMO gap ... 0.37404 Ha
Net charge ... 0

Structure (XYZ):
```
19
C8H9NO ωB97M-V/def2-TZVPD
C 2.10 1.00 0.83
C 2.41 -0.16 -0.07
O 3.57 -0.50 -0.36
N 1.43 -0.79 -0.77
C 0.00 -0.44 -0.46
C -0.81 -1.38 0.10
C -2.13 -1.15 0.35
C -2.71 0.14 0.11
C -1.89 1.09 -0.52
C -0.52 0.74 -0.79
H 1.20 0.85 1.49
H 3.04 1.05 1.52
H 1.71 1.85 0.35
H 1.70 -1.73 -0.86
H -0.39 -2.19 0.25
H -2.68 -2.06 0.79
H -3.76 0.28 0.15
H -2.47 1.88 -0.86
H 0.19 1.51 -1.28
```

***

10.
The following is a quantum chemistry calculation of an isolated molecule of C8H9NO2, from OMol25.

SMILES ... Cc1ccc([N+](=O)[O-])cc1C
HOMO-LUMO gap ... 0.33436 Ha
Net charge ... 0

Structure (XYZ):
```
20
C8H9NO2 ωB97M-V/def2-TZVPD
C 2.37 -0.85 0.14
C 0.87 -0.65 -0.05
C 0.00 -1.76 0.00
C -1.38 -1.52 -0.07
C -1.81 -0.17 0.01
N -3.24 0.09 0.05
O -3.64 1.25 0.10
O -4.01 -0.82 0.01
C -0.92 0.88 0.01
C 0.40 0.72 -0.06
C 1.35 1.90 -0.06
H 2.69 -1.87 0.35
H 2.90 -0.17 0.88
H 2.87 -0.39 -0.73
H 0.43 -2.81 -0.01
H -2.19 -2.22 -0.29
H -1.39 1.82 -0.19
H 0.82 2.81 0.00
H 1.97 1.91 -0.94
H 1.91 1.88 0.86
```

***

11.
The following is a quantum chemistry calculation of an isolated molecule of C8H9NO3, from OMol25.

SMILES ... COc1cc(N)ccc1C(=O)O
HOMO-LUMO gap ... 0.33977 Ha
Net charge ... 0

Structure (XYZ):
```
21
C8H9NO3 ωB97M-V/def2-TZVPD
C 0.99 2.70 0.37
O 0.47 2.01 -0.75
C 0.13 0.62 -0.47
C -1.25 0.58 -0.43
C -1.86 -0.64 -0.03
N -3.27 -0.53 0.19
C -1.11 -1.77 0.21
C 0.31 -1.76 0.13
C 0.99 -0.48 -0.19
C 2.48 -0.74 0.00
O 3.10 -0.10 0.78
O 3.05 -1.73 -0.73
H 1.60 2.14 1.02
H 1.47 3.59 0.01
H 0.23 3.15 1.04
H -1.66 1.59 -0.79
H -3.79 0.16 -0.39
H -3.65 -1.39 0.27
H -1.63 -2.64 0.55
H 1.03 -2.55 0.45
H 2.38 -2.22 -1.26
```

***

12.
The following is a quantum chemistry calculation of an isolated molecule of C8H9NOS, from OMol25.

HOMO-LUMO gap (spin up / spin down) ... 0.20771 / 0.20735 Ha
Net charge ... 0

Structure (XYZ):
```
20
C8H9NOS ωB97M-V/def2-TZVPD
C 2.33 -1.21 -0.29
C 3.68 -1.09 -0.35
C 2.53 1.11 0.05
C 1.68 0.06 -0.18
C -1.86 0.99 -0.41
C 0.31 0.01 -0.41
C -2.11 -0.01 0.46
C -3.45 -0.52 0.95
N -0.41 1.07 -0.59
O -2.58 1.74 -0.99
S 4.14 0.56 0.10
H 1.88 -2.05 -0.77
H 4.44 -1.84 -0.59
H 2.26 2.21 0.04
H -0.18 -0.91 -0.44
H -1.18 -0.30 0.95
H -4.17 0.27 0.66
H -3.43 -0.73 2.07
H -3.70 -1.39 0.37
H -0.20 2.05 -0.63
```

***

Repeat the tenth record exactly.
The following is a quantum chemistry calculation of an isolated molecule of C8H9NO2, from OMol25.

SMILES ... Cc1ccc([N+](=O)[O-])cc1C
HOMO-LUMO gap ... 0.33436 Ha
Net charge ... 0

Structure (XYZ):
```
20
C8H9NO2 ωB97M-V/def2-TZVPD
C 2.37 -0.85 0.14
C 0.87 -0.65 -0.05
C 0.00 -1.76 0.00
C -1.38 -1.52 -0.07
C -1.81 -0.17 0.01
N -3.24 0.09 0.05
O -3.64 1.25 0.10
O -4.01 -0.82 0.01
C -0.92 0.88 0.01
C 0.40 0.72 -0.06
C 1.35 1.90 -0.06
H 2.69 -1.87 0.35
H 2.90 -0.17 0.88
H 2.87 -0.39 -0.73
H 0.43 -2.81 -0.01
H -2.19 -2.22 -0.29
H -1.39 1.82 -0.19
H 0.82 2.81 0.00
H 1.97 1.91 -0.94
H 1.91 1.88 0.86
```